Entry 1:
This record from the OMol25 dataset describes a 5-piece molecular cluster, C22H50BrNO12P2S4 overall. The level of theory is the ωB97M-V functional and the def2-TZVPD basis.

The value obtained for the HOMO-LUMO gap is 9.157 eV. Its molecular weight is 790.8 g/mol. The value obtained for the total energy is -181644.164 eV. For the max |F|, the calculation gives 0.010 hartree/bohr.

ORCA input file:
```
! wB97M-V def2-TZVPD RIJCOSX def2/J DEFGRID3
* xyz 0 1
C -3.017 -2.473 -5.371
C -1.500 -2.327 -5.345
O -1.156 -1.302 -4.429
C 0.240 -1.151 -4.261
C 0.836 -2.121 -3.240
C 0.947 -1.708 -1.774
C 1.850 -2.754 -1.059
C 1.768 -4.173 -1.570
O 2.684 -4.735 -2.100
O 1.704 -0.469 -1.678
C 1.598 -0.039 -0.399
O 2.433 0.616 0.141
C 0.244 -0.495 0.186
Br -0.618 1.256 0.464
P 0.390 -1.381 1.808
P -1.430 -1.040 3.030
O -1.773 -2.355 3.593
O -0.891 0.020 4.123
O -2.671 -0.350 2.366
C -0.362 -1.326 -1.008
C -1.166 -2.577 -0.629
N -2.010 -2.405 0.546
C -3.445 -2.643 0.386
O -1.014 -0.411 -1.841
C -2.444 -0.355 -1.818
C -2.878 0.840 -2.643
H -3.421 -2.349 -6.376
H -3.459 -1.714 -4.725
H -3.338 -3.448 -5.002
H -1.107 -2.075 -6.340
H -1.022 -3.273 -5.053
H 0.728 -1.328 -5.229
H 0.434 -0.118 -3.971
H 0.259 -3.051 -3.287
H 1.860 -2.361 -3.546
H 2.881 -2.434 -1.222
H 1.666 -2.783 0.021
H 0.810 -4.712 -1.423
H 1.225 -0.429 2.427
H -1.461 -0.076 4.902
H -2.698 0.631 2.271
H -1.734 -2.883 -1.514
H -0.452 -3.378 -0.432
H -1.684 -3.038 1.268
H -3.714 -3.700 0.487
H -3.772 -2.305 -0.598
H -3.989 -2.069 1.138
H -2.837 -1.284 -2.245
H -2.785 -0.265 -0.781
H -2.101 1.604 -2.648
H -3.764 1.304 -2.205
H -3.104 0.562 -3.672
C 1.035 3.142 -2.446
S 0.031 4.600 -2.727
O -1.354 4.123 -2.984
C 0.729 5.016 -4.330
H 0.714 2.700 -1.503
H 0.875 2.432 -3.259
H 2.085 3.428 -2.379
H 0.588 4.173 -5.007
H 1.786 5.254 -4.216
H 0.192 5.886 -4.703
C -5.379 1.747 4.266
S -4.167 2.959 3.736
O -3.280 2.262 2.758
C -3.231 3.038 5.256
H -6.023 1.533 3.416
H -4.865 0.839 4.581
H -5.969 2.166 5.081
H -2.877 2.037 5.503
H -3.853 3.437 6.057
H -2.375 3.688 5.085
C 2.437 4.223 5.398
S 0.999 3.262 4.914
O -0.181 3.930 5.535
C 1.376 1.836 5.935
H 2.367 5.187 4.899
H 2.427 4.361 6.479
H 3.341 3.706 5.077
H 1.454 2.154 6.975
H 2.307 1.384 5.594
H 0.565 1.124 5.809
C 7.845 -1.962 -0.274
S 7.032 -0.839 0.871
O 6.974 -1.538 2.181
C 5.397 -0.968 0.143
H 8.881 -2.055 0.044
H 7.352 -2.932 -0.231
H 7.803 -1.547 -1.281
H 5.090 -2.014 0.153
H 5.415 -0.575 -0.874
H 4.717 -0.369 0.744
*
```



Entry 2:
This record from the OMol25 dataset describes C22H50FINO8Si2 as an isolated structure in a non-equilibrium geometry. The level of theory is the ωB97M-V functional and the def2-TZVPD basis.

The value obtained for the HOMO-LUMO gap is 7.123 eV. Its molecular weight is 658.7 g/mol. The value obtained for the total energy is -68072.035 eV. For the max |F|, the calculation gives 0.112 hartree/bohr.

ORCA input file:
```
! wB97M-V def2-TZVPD RIJCOSX def2/J DEFGRID3
* xyz -1 1
C 5.585 2.046 -0.804
C 5.224 3.386 0.001
O 4.505 3.288 1.036
N 5.695 4.740 -0.352
C 5.679 4.992 -1.830
C 4.140 5.196 -2.329
C 3.657 3.905 -3.194
C 2.358 3.193 -2.479
Si 0.822 3.863 -3.391
C 1.042 5.736 -3.802
F 0.810 3.068 -4.950
O -0.691 3.481 -2.662
Si -0.700 3.660 -0.940
I -3.013 3.796 0.023
C 0.215 5.212 -0.281
C -0.402 6.613 -0.859
O 0.611 7.652 -0.986
C 0.078 2.024 -0.235
O 0.495 1.916 0.963
O 0.196 0.956 -1.134
H 5.946 1.235 -0.087
H 6.428 2.209 -1.578
H 4.692 1.634 -1.381
H 6.632 4.941 0.022
H 6.273 5.968 -1.998
H 6.206 4.185 -2.444
H 3.515 5.337 -1.369
H 4.027 6.173 -2.920
H 3.358 4.219 -4.265
H 4.485 3.124 -3.175
H 2.450 2.056 -2.665
H 2.433 3.469 -1.377
H 0.045 6.243 -4.023
H 1.699 5.756 -4.755
H 1.654 6.295 -3.008
H 1.347 5.157 -0.414
H 0.036 5.270 0.861
H -1.193 7.030 -0.134
H -0.878 6.331 -1.869
H 1.506 7.240 -0.969
C -1.921 -0.768 1.075
C -0.890 -1.477 1.934
O -1.410 -2.607 2.634
C -1.943 -3.649 1.833
C -0.932 -4.255 0.874
H -2.769 -0.442 1.686
H -1.477 0.106 0.594
H -2.314 -1.416 0.290
H -0.527 -0.781 2.694
H -0.017 -1.767 1.341
H -2.831 -3.297 1.297
H -2.286 -4.426 2.523
H -0.559 -3.523 0.156
H -1.386 -5.076 0.312
H -0.069 -4.642 1.424
C -7.326 0.089 -1.026
C -5.839 -0.219 -1.097
O -5.278 -0.598 0.151
C -5.821 -1.759 0.762
C -5.682 -3.012 -0.086
H -7.517 0.884 -0.299
H -7.696 0.408 -2.004
H -7.909 -0.782 -0.718
H -5.309 0.682 -1.416
H -5.631 -0.983 -1.853
H -6.867 -1.585 1.039
H -5.273 -1.902 1.697
H -6.217 -2.927 -1.034
H -6.080 -3.878 0.449
H -4.630 -3.199 -0.319
C -0.088 -6.637 4.242
C 1.194 -6.414 3.458
O 2.252 -7.285 3.839
C 2.010 -8.676 3.681
C 1.713 -9.081 2.248
H 0.095 -6.519 5.315
H -0.852 -5.919 3.934
H -0.491 -7.640 4.088
H 1.546 -5.396 3.645
H 1.014 -6.485 2.381
H 1.210 -8.998 4.356
H 2.918 -9.187 4.012
H 0.809 -8.602 1.866
H 1.574 -10.163 2.180
H 2.538 -8.792 1.591
*
```



Entry 3:
This record from the OMol25 dataset describes C22H50IrO3P2S as an isolated structure in a non-equilibrium geometry. The level of theory is the ωB97M-V functional and the def2-TZVPD basis.

The value obtained for the HOMO-LUMO gap (spin up / spin down) is 6.614 / 4.328 eV. Its molecular weight is 648.9 g/mol. The value obtained for the total energy is -61969.339 eV. For the max |F|, the calculation gives 0.104 hartree/bohr. Its expectation value of S² is 8.78.

ORCA input file:
```
! wB97M-V def2-TZVPD RIJCOSX def2/J DEFGRID3
* xyz 4 6
Ir 0.044 -0.076 -0.278
C 1.916 -0.194 -0.409
O 3.070 -0.328 -0.523
C -1.779 0.179 0.155
O -2.918 0.317 0.382
P 0.085 2.198 -1.045
C -0.309 2.155 -2.862
H -0.300 3.204 -3.191
C -1.208 3.358 -0.374
H -2.123 2.744 -0.394
C 1.743 3.024 -0.979
H 2.399 2.299 -1.486
C 1.519 -3.233 1.097
P 0.005 -2.389 0.372
H -0.714 -4.049 -1.201
H 2.282 -3.083 0.316
C -1.421 -3.216 1.247
H -1.111 -4.273 1.258
C -0.947 3.777 1.075
H -1.894 4.138 1.503
H -0.230 4.608 1.137
H -0.584 2.961 1.710
C -1.468 4.607 -1.222
H -0.633 5.313 -1.159
H -2.355 5.115 -0.821
H -1.669 4.392 -2.274
C 1.807 4.345 -1.748
H 1.391 4.291 -2.759
H 2.861 4.634 -1.849
H 1.307 5.149 -1.198
C 2.294 3.236 0.432
H 3.350 3.526 0.341
H 2.249 2.342 1.062
H 1.767 4.041 0.958
C 0.780 1.409 -3.636
H 1.751 1.918 -3.580
H 0.491 1.337 -4.693
H 0.911 0.385 -3.261
C -1.706 1.588 -3.138
H -1.802 0.553 -2.783
H -1.881 1.581 -4.223
H -2.501 2.183 -2.669
C 1.322 -4.741 1.319
H 0.939 -5.270 0.440
H 0.653 -4.939 2.167
H 2.294 -5.185 1.568
C 2.078 -2.619 2.385
H 1.392 -2.743 3.235
C -0.930 -2.192 -2.277
H 2.322 -1.554 2.275
H 3.011 -3.144 2.644
C 1.234 -3.460 -1.937
H -0.555 -1.141 -2.194
H -0.771 -2.506 -3.316
H -2.007 -2.184 -2.069
C -0.137 -3.122 -1.344
H 1.114 -3.674 -3.007
H 1.684 -4.342 -1.465
H 1.941 -2.623 -1.849
C -2.757 -3.138 0.500
H -3.099 -2.104 0.388
H -3.504 -3.674 1.101
H -2.715 -3.613 -0.486
C -1.615 -2.774 2.700
H -1.828 -1.698 2.773
H -0.760 -3.008 3.346
H -2.486 -3.305 3.108
H -0.162 -1.758 -5.128
H -0.181 -1.054 -5.387
C 0.834 -0.319 4.765
S 0.271 0.465 3.237
C -1.302 1.190 3.701
O 1.246 1.573 2.980
H 0.926 0.448 5.548
H 1.804 -0.793 4.568
H 0.102 -1.079 5.061
H -1.875 0.500 4.327
H -1.063 2.113 4.242
H -1.888 1.401 2.795
*
```



Entry 4:
This record from the OMol25 dataset describes C22H50N3P3SeY as an isolated structure in a non-equilibrium geometry. The level of theory is the ωB97M-V functional and the def2-TZVPD basis.

The value obtained for the HOMO-LUMO gap is 7.345 eV. Its molecular weight is 617.5 g/mol. The energy relative to the best compared isomer or geometry (same formula, charge and spin) is 0.000 eV. The value obtained for the total energy is -122327.468 eV. For the max |F|, the calculation gives 0.066 hartree/bohr.

ORCA input file:
```
! wB97M-V def2-TZVPD RIJCOSX def2/J DEFGRID3
* xyz 3 1
Y -0.108 -0.029 -0.353
P 0.217 2.229 1.518
P -1.463 1.521 -2.093
P 2.269 1.551 -1.372
H 1.900 -2.561 1.117
C 2.616 -1.757 0.918
C 2.920 -0.857 1.865
H 2.532 -0.968 2.880
C -0.801 2.203 3.035
C -0.290 3.868 0.891
C 1.846 2.621 2.286
C -1.710 0.611 -3.649
C -3.164 1.748 -1.465
C -0.997 3.175 -2.654
C 3.989 1.187 -0.841
C 2.406 3.384 -1.440
C 2.435 1.176 -3.165
H 3.040 -1.698 -0.091
H 3.507 0.034 1.630
H -0.459 1.431 3.738
H -1.854 2.015 2.784
H -0.722 3.189 3.519
H -1.280 3.789 0.419
H 0.426 4.258 0.157
H -0.355 4.559 1.744
H 2.229 1.726 2.803
H 1.702 3.436 3.017
H 2.586 2.931 1.531
H -2.496 1.140 -4.204
H -2.009 -0.429 -3.454
H -0.777 0.600 -4.230
H -3.665 2.420 -2.171
H -3.156 2.200 -0.463
H -3.692 0.786 -1.414
H -1.850 3.533 -3.245
H -0.093 3.124 -3.275
H -0.820 3.841 -1.800
H 4.680 1.458 -1.651
H 4.097 0.124 -0.605
H 4.243 1.772 0.052
H 3.253 3.659 -2.086
H 2.581 3.801 -0.442
H 1.495 3.827 -1.856
H 3.406 1.563 -3.511
H 1.628 1.649 -3.743
H 2.392 0.088 -3.323
C 1.426 -3.553 -2.606
C 2.115 -4.300 -1.647
C 2.805 -5.468 -2.036
C 2.811 -5.869 -3.388
C 2.119 -5.109 -4.347
C 1.434 -3.950 -3.952
Se 0.431 -1.809 -2.191
H -0.076 -2.128 -0.713
H 2.103 -3.971 -0.598
H 3.348 -6.051 -1.279
H 3.357 -6.774 -3.675
H 2.119 -5.421 -5.394
H 0.896 -3.378 -4.709
C -4.441 -0.367 1.133
N -3.702 -0.863 2.281
C -4.503 -1.492 3.324
C -2.356 -1.005 2.194
N -1.758 -0.851 0.983
N -1.647 -1.279 3.314
C -2.091 -0.848 4.639
C -0.236 -1.616 3.211
H -5.495 -0.323 1.410
H -4.342 -1.016 0.250
H -4.119 0.641 0.835
H -4.019 -2.404 3.689
H -4.673 -0.811 4.169
H -5.478 -1.767 2.907
H -2.500 -0.818 0.268
H -2.689 -1.615 5.149
H -1.207 -0.681 5.264
H -2.654 0.097 4.609
H -0.065 -2.309 2.385
H 0.381 -0.718 3.067
H 0.072 -2.099 4.146
*
```



Entry 5:
This record from the OMol25 dataset describes C22H51CuN9O12 as an isolated structure in a non-equilibrium geometry. The level of theory is the ωB97M-V functional and the def2-TZVPD basis.

The value obtained for the HOMO-LUMO gap (spin up / spin down) is 3.672 / 7.840 eV. Its molecular weight is 697.2 g/mol. The value obtained for the total energy is -106265.731 eV. For the max |F|, the calculation gives 0.152 hartree/bohr. Its expectation value of S² is 2.00.

ORCA input file:
```
! wB97M-V def2-TZVPD RIJCOSX def2/J DEFGRID3
* xyz -1 3
Cu -0.601 2.945 0.446
C -0.830 0.289 0.291
O -0.651 1.034 -0.651
O -0.608 0.912 1.323
O -1.396 -0.800 0.175
C 2.450 3.992 -2.280
C 2.323 3.093 -1.060
O 1.395 3.235 -0.276
N 3.190 2.078 -0.920
C 3.069 1.001 0.098
H 3.443 4.418 -2.425
H 1.616 4.685 -2.166
H 2.269 3.340 -3.135
H 3.704 1.807 -1.746
H 2.033 0.662 0.115
H 3.327 1.364 1.093
H 3.655 0.110 -0.131
C 2.093 4.060 3.327
C 0.680 3.462 3.487
O -0.120 3.506 2.555
N 0.492 2.915 4.648
C -0.683 2.048 4.898
H 2.594 3.719 2.422
H 2.716 3.814 4.187
H 2.051 5.149 3.305
H 1.134 2.967 5.426
H -1.546 2.191 4.247
H -1.098 2.237 5.888
H -0.443 0.987 4.967
C 1.370 -2.844 -4.598
C 2.465 -1.776 -4.421
O 3.442 -1.901 -5.141
N 2.504 -0.819 -3.493
C 1.392 -0.636 -2.617
H 1.732 -3.724 -5.130
H 0.401 -2.510 -4.967
H 1.144 -3.224 -3.601
H 3.253 -0.142 -3.505
H 1.324 0.362 -2.183
H 1.420 -1.259 -1.723
H 0.431 -0.816 -3.099
O 3.115 -1.824 2.921
C 2.608 -0.725 3.128
N 1.406 -0.433 2.706
C 3.352 0.365 3.886
H 0.866 -1.166 2.268
H 0.979 0.478 2.800
H 3.684 -0.089 4.820
H 2.893 1.353 3.933
H 4.298 0.519 3.366
O -5.964 -1.101 -0.976
C -4.863 -0.804 -0.723
N -3.925 -1.702 -0.364
C -4.485 0.683 -0.692
H -4.198 -2.674 -0.327
H -2.964 -1.485 -0.145
H -5.372 1.316 -0.724
H -4.012 0.796 -1.667
H -3.847 0.916 0.161
O -2.022 -2.080 5.258
C -2.216 -2.070 4.047
N -2.041 -0.902 3.365
C -2.602 -3.326 3.317
H -1.998 -0.894 2.356
H -1.736 -0.059 3.831
H -3.581 -3.249 2.844
H -2.613 -4.285 3.834
H -1.959 -3.626 2.489
O -1.203 3.623 -1.931
C -1.782 3.346 -2.956
N -1.943 2.057 -3.149
C -2.163 4.511 -3.955
H -2.503 1.744 -3.929
H -1.732 1.412 -2.401
H -1.319 5.166 -4.172
H -2.876 5.071 -3.350
H -2.609 4.174 -4.891
O 0.369 -4.772 -0.323
C 1.138 -4.195 0.364
N 0.893 -2.926 0.630
C 2.401 -4.830 0.934
H 0.007 -2.475 0.453
H 1.507 -2.566 1.346
H 2.941 -5.417 0.191
H 2.214 -5.491 1.780
H 3.054 -4.077 1.376
O -1.859 -3.933 -3.436
C -1.781 -2.820 -2.882
N -1.197 -2.691 -1.720
C -2.274 -1.558 -3.559
H -1.293 -1.850 -1.170
H -0.666 -3.485 -1.393
H -3.323 -1.421 -3.294
H -2.252 -1.778 -4.626
H -1.690 -0.680 -3.284
*
```